Entry 1:
{
  "formula": "H8O4",
  "method": "wB97M-V/def2-TZVPD",
  "relative_energy_ev": 0.5618,
  "orbital_gap_ev": 11.71,
  "smiles": "O.O.O.O",
  "spin_multiplicity": 1,
  "total_energy_ev": -8320.1142,
  "e_lumo_ev": 0.6,
  "species": ["O", "H", "H", "O", "H", "H", "O", "H", "H", "O", "H", "H"],
  "xyz": [[-1.84430, -1.07378, 1.30310], [-1.08778, -0.78903, 0.75995], [-1.73816, -2.02253, 1.41882], [0.06748, -0.02945, -0.57116], [-0.07734, 0.87217, -0.24470], [0.99800, -0.05667, -0.83610], [-2.20708, 1.65882, 0.66712], [-2.79305, 2.08241, 0.03041], [-2.44585, 0.71303, 0.64291], [3.41745, -0.27037, -0.86813], [3.94927, 0.07196, -1.59597], [3.76136, -1.15655, -0.70625]]
}


Entry 2:
{
  "formula": "C18H53N3O10",
  "method": "wB97M-V/def2-TZVPD",
  "relative_energy_ev": 18.2132,
  "orbital_gap_ev": 8.67,
  "spin_multiplicity": 1,
  "total_energy_ev": -44449.8608,
  "e_lumo_ev": 0.6,
  "species": ["C", "C", "C", "O", "C", "N", "H", "H", "H", "H", "H", "H", "H", "H", "H", "H", "H", "C", "C", "C", "O", "C", "N", "H", "H", "H", "H", "H", "H", "H", "H", "H", "H", "H", "C", "C", "C", "O", "C", "N", "H", "H", "H", "H", "H", "H", "H", "H", "H", "H", "H", "C", "C", "O", "O", "H", "H", "H", "H", "H", "H", "C", "C", "O", "O", "H", "H", "H", "H", "H", "H", "C", "C", "O", "O", "H", "H", "H", "H", "H", "H", "O", "H", "H"],
  "xyz": [[11.97764, -21.38976, -29.59241], [13.30477, -21.05318, -28.96076], [13.85752, -22.32105, -28.28425], [15.15665, -22.05020, -27.86375], [15.55174, -22.87389, -26.85354], [14.18203, -20.48414, -29.98409], [11.35994, -21.84230, -28.81669], [12.04288, -21.98181, -30.50527], [11.33929, -20.52523, -29.77457], [13.22742, -20.27050, -28.20609], [13.79922, -23.20787, -28.91531], [13.17255, -22.43991, -27.44474], [15.75577, -23.83291, -27.32970], [14.74167, -22.93018, -26.12641], [16.48274, -22.50731, -26.42114], [14.26240, -21.03250, -30.82844], [15.11273, -20.47626, -29.59186], [15.70537, -19.48021, -27.37464], [15.20459, -19.14427, -25.94554], [14.44802, -17.83143, -25.92121], [13.87551, -17.61329, -24.52541], [14.78454, -16.90653, -23.73591], [14.27467, -20.23994, -25.70405], [15.61870, -20.55151, -27.55607], [16.74430, -19.17633, -27.50266], [15.29878, -19.04432, -28.28721], [16.07363, -19.16628, -25.28799], [13.61913, -17.90385, -26.62534], [15.16235, -17.06810, -26.22965], [15.69233, -17.46072, -23.49739], [14.23862, -16.61605, -22.83831], [15.15458, -15.97775, -24.17012], [13.54192, -19.82474, -25.14657], [13.70171, -20.46496, -26.50479], [10.62480, -20.22929, -28.20101], [9.72993, -19.65085, -27.07584], [10.15921, -18.11508, -26.93684], [11.37530, -17.93554, -26.26315], [11.78967, -16.55778, -26.06410], [8.35998, -19.92737, -27.49058], [10.71157, -21.30535, -28.35154], [11.61117, -19.81611, -27.99016], [10.28628, -19.95347, -29.19971], [10.01837, -20.33689, -26.27943], [9.37289, -17.60978, -26.37606], [10.19347, -17.53685, -27.86019], [10.98096, -16.05122, -25.53733], [11.78518, -15.99276, -26.99622], [12.76923, -16.47013, -25.59414], [8.18142, -19.21953, -28.18857], [7.75044, -19.64027, -26.73816], [9.62528, -21.75061, -25.22543], [10.51463, -22.83256, -25.74678], [10.99247, -22.49927, -27.04482], [8.77441, -22.24834, -24.20995], [9.15088, -21.14876, -26.00056], [10.23895, -21.02653, -24.68948], [9.99758, -23.79078, -25.79770], [11.30315, -23.04947, -25.02617], [10.27035, -22.61140, -27.66737], [8.05681, -21.61926, -24.10555], [12.52602, -22.30426, -23.66827], [13.36329, -23.54886, -23.84787], [14.69468, -23.42760, -23.42982], [13.05717, -21.23068, -24.44906], [12.52443, -22.02188, -22.61549], [11.50701, -22.62835, -23.87967], [13.36281, -23.80487, -24.90738], [12.88218, -24.39639, -23.35969], [15.16650, -22.80047, -23.98270], [13.99981, -21.21840, -24.26774], [12.00769, -18.94176, -23.83229], [11.84996, -18.73098, -22.30916], [12.98067, -19.12249, -21.48114], [10.70559, -19.14205, -24.52911], [12.66299, -19.76356, -24.12096], [12.56721, -18.07817, -24.19178], [11.01331, -19.37910, -22.04824], [11.69833, -17.66716, -22.12648], [12.93618, -18.64864, -20.64742], [10.92054, -18.99339, -25.45285], [12.44961, -20.78594, -26.38690], [12.70728, -21.16603, -25.54705], [11.71742, -21.32782, -26.68102]]
}


Entry 3:
{
  "formula": "C28H46F5I2N3O5S",
  "method": "wB97M-V/def2-TZVPD",
  "orbital_gap_ev": 9.37,
  "smiles": "CC[C@H](I)[C@@]1(OC[C@H](C)C(C)C)OS(=O)(=O)O[C@]1(I)CCCC(F)(F)C(F)(F)F.CCCC#N.CCCC#N.CCCC#N",
  "spin_multiplicity": 1,
  "total_energy_ev": -85113.7710,
  "e_lumo_ev": 0.0,
  "species": ["C", "C", "C", "I", "C", "O", "C", "C", "C", "C", "C", "C", "O", "S", "O", "O", "O", "C", "I", "C", "C", "C", "C", "F", "F", "C", "F", "F", "F", "H", "H", "H", "H", "H", "H", "H", "H", "H", "H", "H", "H", "H", "H", "H", "H", "H", "H", "H", "H", "H", "H", "H", "H", "H", "C", "C", "C", "C", "N", "H", "H", "H", "H", "H", "H", "H", "C", "C", "C", "C", "N", "H", "H", "H", "H", "H", "H", "H", "C", "C", "C", "C", "N", "H", "H", "H", "H", "H", "H", "H"],
  "xyz": [[-0.92246, 3.67830, 2.75146], [-1.03467, 3.40353, 1.24444], [-1.11133, 1.91824, 0.89307], [-0.47856, 1.62180, -1.13899], [-2.47654, 1.21480, 1.20423], [-3.41898, 2.11929, 1.68319], [-4.49120, 2.59701, 0.83270], [-4.02857, 3.53763, -0.28827], [-4.06441, 4.97710, 0.26268], [-4.86891, 3.46319, -1.58842], [-4.03888, 4.08104, -2.73053], [-5.27738, 2.05747, -2.01307], [-2.97886, 0.46351, 0.10430], [-3.85202, -0.80785, 0.54901], [-3.26507, -1.94549, -0.05936], [-5.24558, -0.55852, 0.41662], [-3.50141, -0.68829, 2.09108], [-2.30333, 0.11306, 2.31634], [-0.61689, -1.20193, 1.92202], [-2.38102, 0.61609, 3.75417], [-1.18535, 0.46381, 4.70267], [-1.23270, -0.85428, 5.49202], [0.00156, -1.14674, 6.30824], [0.44435, -0.02190, 6.93087], [-0.29177, -2.04886, 7.27687], [1.21779, -1.72077, 5.55179], [1.70977, -0.83170, 4.69752], [0.86750, -2.80796, 4.87399], [2.18012, -2.05041, 6.39776], [-1.88712, 3.91441, 3.20289], [-0.22337, 4.49026, 2.94693], [-0.53182, 2.80008, 3.27570], [-0.12394, 3.77511, 0.76947], [-1.85701, 3.95564, 0.80134], [-0.33723, 1.40916, 1.46418], [-5.09164, 1.76351, 0.48647], [-5.11411, 3.16014, 1.53112], [-2.99312, 3.31770, -0.55953], [-3.57705, 5.03643, 1.24068], [-5.10519, 5.27648, 0.41710], [-3.57513, 5.69096, -0.39915], [-5.75427, 4.09521, -1.45958], [-4.63878, 4.20584, -3.63245], [-3.57513, 5.02795, -2.45237], [-3.22005, 3.39406, -2.97384], [-5.99095, 1.60329, -1.32222], [-5.78884, 2.10149, -2.97848], [-4.40862, 1.40224, -2.09011], [-3.22765, 0.08757, 4.19967], [-2.66333, 1.66665, 3.72371], [-0.22541, 0.61077, 4.20824], [-1.27334, 1.27384, 5.43164], [-2.04417, -0.77422, 6.22203], [-1.47048, -1.69562, 4.83974], [-0.35493, -1.93803, -2.75748], [0.74395, -2.39235, -3.71181], [2.00226, -1.52224, -3.65881], [1.73978, -0.12848, -4.00695], [1.49685, 0.97042, -4.25992], [-0.72105, -0.94197, -3.01082], [-1.20472, -2.61911, -2.79796], [0.00175, -1.90959, -1.72496], [0.35552, -2.40813, -4.73183], [1.04880, -3.41040, -3.47282], [2.75498, -1.91482, -4.34378], [2.42954, -1.54567, -2.65335], [2.39036, -4.84869, 0.00513], [3.60053, -5.71728, -0.31818], [4.50780, -5.09172, -1.38464], [3.79783, -4.90038, -2.64788], [3.22904, -4.77176, -3.64325], [1.75100, -4.71850, -0.87001], [1.78650, -5.30470, 0.78940], [2.69978, -3.86009, 0.35080], [3.26939, -6.70150, -0.65482], [4.19473, -5.87150, 0.58343], [5.37632, -5.72147, -1.57921], [4.87942, -4.12197, -1.05333], [5.42851, 0.21338, -3.50501], [6.95124, 0.23373, -3.53851], [7.55468, -1.17638, -3.51432], [7.16919, -1.91078, -2.31144], [6.86743, -2.48117, -1.35667], [5.06118, -0.24136, -2.58329], [5.01934, 1.22123, -3.55813], [5.02891, -0.35425, -4.34811], [7.33199, 0.80551, -2.69055], [7.29900, 0.73614, -4.44191], [8.64371, -1.13669, -3.55261], [7.21193, -1.74955, -4.37796]]
}


Entry 4:
{
  "formula": "C10H34BNO6S5",
  "method": "wB97M-V/def2-TZVPD",
  "orbital_gap_ev": 9.10,
  "spin_multiplicity": 1,
  "total_energy_ev": -79546.6042,
  "e_lumo_ev": 0.6,
  "species": ["N", "B", "O", "H", "H", "H", "H", "C", "S", "O", "C", "H", "H", "H", "H", "H", "H", "C", "S", "O", "C", "H", "H", "H", "H", "H", "H", "C", "S", "O", "C", "H", "H", "H", "H", "H", "H", "C", "S", "O", "C", "H", "H", "H", "H", "H", "H", "C", "S", "O", "C", "H", "H", "H", "H", "H", "H"],
  "xyz": [[-0.22459, -1.61348, 2.71573], [-1.58112, -1.12614, 2.55012], [-2.60797, -2.03590, 2.52749], [0.29300, -0.95685, 3.29133], [0.33922, -1.67935, 1.87666], [-1.86015, 0.03364, 2.38629], [-3.45569, -1.60575, 2.66350], [1.38568, 2.83168, -0.72426], [-0.10088, 1.83365, -0.56915], [-0.40990, 1.74090, 0.88114], [0.68170, 0.27410, -1.00954], [1.12290, 3.84583, -0.43013], [2.15097, 2.43232, -0.05882], [1.72060, 2.82362, -1.76136], [1.49636, 0.07461, -0.31210], [1.04365, 0.32490, -2.03668], [-0.07850, -0.50067, -0.92553], [3.72938, -3.39724, 3.43133], [3.74161, -1.60968, 3.36904], [2.75354, -1.21539, 2.32664], [5.36454, -1.43824, 2.61737], [2.76735, -3.70129, 3.83838], [3.84751, -3.78829, 2.42143], [4.52769, -3.76266, 4.07517], [5.37214, -1.97325, 1.66768], [6.12114, -1.83455, 3.29438], [5.53567, -0.37668, 2.45105], [-4.65174, 1.38297, -2.50021], [-4.45153, 3.09697, -2.00201], [-3.11146, 3.52520, -2.48588], [-4.26450, 2.76534, -0.24468], [-4.72771, 1.37021, -3.58560], [-3.77877, 0.81734, -2.17479], [-5.56501, 0.98128, -2.06147], [-3.41480, 2.09969, -0.08893], [-5.18468, 2.32622, 0.14153], [-4.07764, 3.71916, 0.24454], [3.94649, -6.65767, 1.13736], [3.86922, -7.44111, 2.75253], [4.28288, -6.41739, 3.74811], [5.28615, -8.51942, 2.51659], [3.15567, -5.91060, 1.10111], [4.92081, -6.18433, 1.01483], [3.77633, -7.40672, 0.36415], [6.16360, -7.91122, 2.29804], [5.08155, -9.21854, 1.70586], [5.43185, -9.06509, 3.44645], [-4.19697, 6.67072, -5.84818], [-4.89271, 5.92091, -4.36870], [-6.35071, 5.77236, -4.62616], [-4.70443, 7.36465, -3.31525], [-4.26517, 5.93126, -6.64338], [-4.77845, 7.55505, -6.10828], [-3.15225, 6.92558, -5.66998], [-5.24428, 8.20207, -3.75689], [-3.64514, 7.59386, -3.20050], [-5.13246, 7.11141, -2.34736]]
}


Entry 5:
{
  "formula": "C15H23F3NO2PSr",
  "method": "wB97M-V/def2-TZVPD",
  "relative_energy_ev": 0.0000,
  "orbital_gap_ev": 5.99,
  "spin_multiplicity": 1,
  "total_energy_ev": -39788.5143,
  "e_lumo_ev": -0.4,
  "species": ["C", "C", "C", "C", "C", "C", "C", "C", "N", "Sr", "C", "P", "H", "H", "H", "H", "H", "H", "H", "H", "C", "C", "H", "C", "C", "H", "H", "H", "H", "H", "H", "H", "H", "H", "H", "H", "H", "H", "H", "F", "C", "F", "F", "C", "O", "O"],
  "xyz": [[0.41636, 3.27897, -2.20717], [-0.86428, 2.87642, -1.83527], [-1.05958, 1.70604, -1.06374], [0.05810, 0.98029, -0.70002], [1.34277, 1.39634, -0.99523], [1.53388, 2.55953, -1.77971], [-2.49530, 1.35079, -0.69019], [-3.01429, -0.10804, -0.66539], [-1.93975, -1.14465, -0.78066], [-0.95196, -0.67474, 1.16894], [2.55187, 0.64268, -0.47044], [2.00271, -0.98535, 0.20404], [-1.74530, 3.42600, -2.16381], [2.55650, 2.86359, -2.02520], [0.56043, 4.16935, -2.81389], [3.03275, 1.19749, 0.35526], [3.30267, 0.49858, -1.26576], [-2.74648, 1.76437, 0.30930], [-3.18276, 1.87095, -1.37127], [-3.61108, -0.26354, 0.24973], [3.43680, -1.46448, 1.22616], [2.30910, -2.02060, -1.27635], [-3.72077, -0.25119, -1.51239], [-1.36446, -1.16679, -2.16198], [-2.46723, -2.51044, -0.47994], [-0.52895, -2.53576, 3.24241], [-1.66634, -2.09211, -2.67908], [-1.73644, -0.30392, -2.70895], [-0.27455, -1.14683, -2.10502], [-2.73760, -3.02774, -1.41609], [-1.67805, -3.12851, -0.01263], [-3.34309, -2.48276, 0.18477], [3.37499, -2.04399, -1.53490], [1.97820, -3.04065, -1.04628], [1.73855, -1.66270, -2.13986], [4.39204, -1.37736, 0.69452], [3.46447, -0.84345, 2.12847], [3.30412, -2.50639, 1.54135], [-0.72277, -3.18026, 2.70844], [-0.50432, 1.82235, 5.24417], [-0.18356, 1.08369, 4.16953], [0.64657, 0.05494, 4.57746], [-1.36776, 0.43364, 3.75781], [0.48851, 1.86068, 2.98077], [0.97534, 2.94999, 3.25721], [0.43996, 1.17553, 1.90091]]
}


Entry 6:
{
  "formula": "C2H6N2O",
  "method": "wB97M-V/def2-TZVPD",
  "relative_energy_ev": 4.6129,
  "orbital_gap_ev": 10.41,
  "spin_multiplicity": 1,
  "total_energy_ev": -7195.1746,
  "e_lumo_ev": 0.6,
  "species": ["C", "C", "H", "H", "H", "H", "H", "H", "N", "N", "O"],
  "xyz": [[-0.61657, 1.35284, 0.04572], [-0.63203, -0.12158, 0.02753], [0.61152, 1.88528, -0.36806], [-1.61516, 1.69948, -0.87987], [-0.83190, 1.70696, 1.30118], [0.69818, -1.65716, -0.01395], [2.53422, -0.28656, 0.56628], [2.13818, -0.02092, -1.17558], [0.62747, -0.61614, 0.21457], [1.81049, 0.07041, -0.08042], [-1.63864, -0.86181, -0.10106]]
}